# C17H26N6O

The molecule C17H26N6O at a distorted geometry (ωB97M-V/def2-TZVPD, OMol25).

Last column: Mulliken charge in e.
CARTESIAN COORDINATES (ANGSTROEM)
C -2.3155 -2.2603 3.5687  -0.834
C -2.3822 -0.9422 3.5900  0.128
C -3.4113 -0.1403 2.8401  -1.026
N -2.9067 0.5128 1.6372  -0.166
C -2.4253 -0.4362 0.6537  0.031
C -2.0709 0.3163 -0.6337  -1.237
N -1.0835 1.3573 -0.4494  0.108
C 0.3106 0.9573 -0.5354  1.329
C 1.2172 2.1895 -0.6972  -1.693
C 2.5399 1.8558 -1.3898  -0.425
C 2.3954 1.7292 -2.9017  -1.257
C 0.8206 0.1378 0.6083  -0.048
N 1.1626 0.5823 1.7973  -0.234
N 1.5321 -0.4717 2.5117  -0.743
N 1.4466 -1.5369 1.8373  -0.457
N 1.0007 -1.2109 0.6171  1.152
C 0.8064 -2.2168 -0.3943  -0.670
C 1.6962 -2.0070 -1.5758  0.652
C 1.4208 -1.9092 -2.9084  -0.573
C 2.6697 -1.7453 -3.5565  -0.418
C 3.6043 -1.7495 -2.5694  -0.632
O 3.0261 -1.9102 -1.3695  -0.397
C -1.5056 2.2439 0.6186  -1.265
C -1.8989 1.5255 1.9144  -0.413
H -1.5447 -2.8019 4.0909  0.293
H -3.0394 -2.8555 3.0336  0.274
H -1.6405 -0.3717 4.1329  0.276
H -4.2346 -0.7911 2.5298  0.461
H -3.8129 0.6451 3.4873  0.377
H -1.5543 -1.0047 1.0257  -0.073
H -3.2249 -1.1529 0.4460  0.547
H -2.9818 0.8064 -0.9942  0.451
H -1.7274 -0.3800 -1.4033  0.379
H 0.3818 0.3449 -1.4433  -0.221
H 1.4241 2.5990 0.2919  0.493
H 0.6758 2.9346 -1.2813  0.474
H 3.2574 2.6495 -1.1732  0.395
H 2.9479 0.9311 -0.9746  0.233
H 1.6715 0.9632 -3.1682  0.232
H 2.0630 2.6736 -3.3264  0.421
H 3.3486 1.4645 -3.3536  0.363
H 1.0391 -3.1677 0.0974  0.468
H -0.2375 -2.2264 -0.7223  0.167
H 0.4553 -1.9537 -3.3702  0.499
H 2.8385 -1.6351 -4.6073  0.467
H 4.6707 -1.6480 -2.5885  0.495
H -2.3806 2.7843 0.2403  0.412
H -0.7157 2.9612 0.8314  0.449
H -0.9971 1.1063 2.3813  0.168
H -2.3316 2.2538 2.6047  0.587

Net charge   0
SMILES string   C=CCN1CCN([C@@H](CCC)c2nnnn2Cc2ccco2)CC1
Kohn-Sham gap   8.8 eV
Relative energy (zero: lowest compared OMol25 entry of this formula, charge and spin)   68.5 kcal per mole

# C17H26N6O4

A cluster of 2 separate species, C17H26N6O4 in total at a distorted geometry (ωB97M-V/def2-TZVPD, OMol25).

Last column: Mulliken charge in e.
CARTESIAN COORDINATES (ANGSTROEM)
N 5.1967 -0.5206 1.9096  -0.595
C 5.0606 0.9076 1.8266  0.286
C 5.1263 1.3451 0.3094  -0.946
C 4.0387 0.7045 -0.4490  0.271
C 2.7073 0.9168 -0.3701  -0.656
N 2.0437 0.0805 -1.2448  0.012
C 2.9903 -0.8101 -1.7182  -0.496
C 2.8014 -2.0800 -2.3207  -0.682
C 3.8624 -2.7826 -2.8044  -0.717
C 5.1842 -2.3631 -2.3597  -0.486
C 5.3831 -1.1700 -1.6022  -0.333
C 4.2353 -0.4052 -1.2799  1.004
C 3.7203 1.3954 2.5127  0.269
O 3.2929 2.5198 2.3571  -0.577
O 3.1354 0.4248 3.2515  -0.477
H 5.7906 -0.8970 2.4569  0.118
H 4.5611 -1.1268 1.3440  0.181
H 5.8596 1.3506 2.2990  0.574
H 5.1387 2.4416 0.2844  0.367
H 5.9913 0.9924 -0.1085  0.377
H 2.1827 1.6767 0.2202  0.506
H 1.0665 -0.0657 -1.2980  0.146
H 1.7991 -2.3890 -2.5008  0.358
H 3.7957 -3.7366 -3.2801  0.396
H 6.0531 -2.9278 -2.6005  0.414
H 6.3841 -0.9383 -1.2212  0.308
H 3.7516 -0.1905 3.3708  0.379
H -5.7300 2.7900 -0.9310  0.274
N -5.2319 3.4499 -1.5710  -0.768
C -3.9704 3.1470 -1.6142  0.468
N -3.1528 3.8015 -2.5407  -0.520
N -3.3168 2.1826 -0.8774  -0.171
C -4.1227 1.1782 -0.1857  -0.723
C -3.1964 0.2390 0.5266  -0.782
C -3.8963 -0.6544 1.5561  -1.089
C -5.1539 -1.4202 1.1356  0.433
N -5.7089 -2.1736 2.2652  -0.766
C -4.7541 -2.4534 0.0633  0.333
O -4.0667 -2.2484 -0.8928  -0.538
O -5.2633 -3.6813 0.2855  -0.518
H -2.4167 4.3336 -2.1203  0.227
H -3.7015 4.4043 -3.1292  0.281
H -2.4807 1.8438 -1.2238  0.210
H -4.8540 1.6586 0.4637  0.356
H -4.7230 0.6032 -0.9032  0.493
H -2.7022 -0.3626 -0.2615  0.337
H -2.3645 0.7926 1.0475  0.411
H -4.1764 0.0330 2.4653  0.232
H -3.1974 -1.3760 1.9084  0.476
H -5.9076 -0.7338 0.7400  0.466
H -4.9572 -2.4363 2.8984  0.206
H -6.3957 -1.6857 2.7738  0.255
H -5.7118 -3.5844 1.1374  0.416

Net charge   0
SMILES string   N[C@@H](Cc1c[nH]c2ccccc12)C(=O)O.[H]/N=C(/N)NCCC[C@H](N)C(=O)O
Kohn-Sham gap   8.4 eV
Relative energy (zero: lowest compared OMol25 entry of this formula, charge and spin)   62.1 kcal per mole